Formula: C4H6N2
Source: the Open Molecules 2025 dataset
Level of theory: ωB97M-V with the def2-TZVPD basis set

- ΔE to the lowest compared entry with this formula, charge and spin (kJ/mol) = 502.81
- Kohn-Sham gap (alpha / beta) (Ha) = 0.3108 / 0.3109
- HOMO (alpha / beta) (eV) = -7.780 / -7.781
- electronic energy (eV) = -7220.3797

ORCA input file:
```
! wB97M-V def2-TZVPD RIJCOSX def2/J DEFGRID3
* xyz 0 1
C 0.1948 -0.4054 -0.8342
C 0.9760 -0.0604 0.2193
C 0.0880 0.7217 0.9748
C -1.1866 -0.3612 -1.2254
N -1.1257 0.9771 1.0863
N 2.3399 -0.1750 0.5916
H -1.8422 0.0391 -0.2512
H -1.6857 -1.2105 -1.8124
H -1.2782 0.4287 -2.0098
H -1.7059 1.0845 1.8651
H 2.8663 -0.6351 -0.1577
H 2.3593 -0.4036 1.5535
*
```